Entry 1:
{"formula": "C7H2O", "method": "wB97M-V/def2-TZVPD", "elements": ["C", "C", "C", "C", "C", "C", "C", "O", "H", "H"], "xyz": [[1.6330, 0.6985, -0.0282], [2.1868, -0.4528, -0.0223], [0.5096, 1.4562, -0.0020], [0.4787, -1.5656, -0.0084], [-0.6205, 0.6329, 0.0056], [-0.5386, -0.8054, 0.0050], [-1.8729, 0.1212, 0.0106], [-3.0323, -0.0513, -0.0035], [0.4214, 2.5307, 0.0228], [0.8350, -2.5644, 0.0205]], "e_homo_ev": -9.81, "gap_ev": 8.2, "e_tot_ev": -9329.907, "lumo_energy_ev": -1.57, "total_charge": 0, "multiplicity": 1, "molar_mass_g_mol": 102.09}

Entry 2:
{"formula": "C7H30NO8", "method": "wB97M-V/def2-TZVPD", "elements": ["C", "C", "C", "C", "C", "C", "C", "N", "H", "H", "H", "H", "H", "H", "H", "H", "H", "H", "H", "H", "H", "H", "H", "H", "O", "H", "H", "O", "H", "H", "O", "H", "H", "O", "H", "H", "O", "H", "H", "O", "H", "H", "O", "H", "H", "O"], "xyz": [[0.1850, -0.2164, -1.1985], [0.0275, -0.2707, 0.3286], [1.2582, -0.6178, 1.0587], [1.8028, -1.8258, 1.2198], [1.5758, 1.1744, 2.8310], [1.8279, 0.6658, 1.6466], [2.5839, 1.5208, 0.6942], [0.2361, -1.6822, -1.5238], [0.9202, 0.4142, -1.6840], [-0.8435, 0.0728, -1.7294], [-0.8469, -0.9569, 0.5995], [-0.4823, 0.7024, 0.5827], [1.5222, -2.7673, 0.7250], [2.5723, -2.0032, 1.9695], [0.9266, 0.8046, 3.6107], [1.9775, 2.1193, 3.1217], [3.4942, 2.1159, 0.9611], [1.9426, 2.3582, 0.2276], [3.0592, 1.0796, -0.3070], [-0.4715, -2.0612, -1.2176], [1.1666, -2.0068, -1.0801], [0.3145, -1.8977, -2.4446], [-2.0699, 2.4855, 0.5105], [-1.9752, 3.8687, -0.2082], [-1.9245, 2.8592, -0.3955], [-4.7085, -1.3379, -2.2158], [-3.9272, -0.0826, -1.4513], [-3.8234, -1.0005, -1.8656], [-2.0704, 2.6084, 2.6486], [-3.3146, 1.7731, 2.5426], [-2.6856, 2.2495, 2.0299], [-0.9810, 2.5099, -1.9114], [0.0244, 2.8789, -2.9479], [-0.1728, 2.2436, -2.3548], [-4.7183, 2.1562, -0.9873], [-3.3780, 1.8464, -0.7049], [-4.1285, 1.3892, -0.8335], [-2.9286, -2.2284, -1.0149], [-2.4201, -3.3147, -0.1514], [-2.1770, -2.6024, -0.6443], [4.9248, -1.4756, 2.1371], [4.7673, -0.6427, 0.7690], [4.5225, -1.4713, 1.2721], [3.6818, -2.7478, 0.1713], [3.7386, -3.4944, -1.1485], [3.2498, -2.8653, -0.7318]], "e_homo_ev": -12.07, "gap_ev": 9.8, "e_tot_ev": -25606.671, "lumo_energy_ev": -2.30, "total_charge": 1, "multiplicity": 1, "molar_mass_g_mol": 256.32}

Entry 3:
{"formula": "C7H31B3CsNO", "method": "wB97M-V/def2-TZVPD", "elements": ["Cs", "B", "H", "H", "H", "H", "B", "H", "H", "H", "H", "B", "H", "H", "H", "H", "C", "C", "N", "C", "C", "C", "C", "H", "H", "H", "H", "H", "H", "H", "H", "H", "H", "H", "H", "H", "H", "H", "C", "O", "H", "H", "H", "H"], "xyz": [[10.7835, 8.0802, -2.0228], [12.4087, 6.5686, -6.1016], [11.3798, 6.3102, -6.2989], [12.6639, 6.2657, -5.0979], [13.0652, 6.0517, -6.7842], [12.5182, 7.6342, -6.2311], [11.2464, 6.3516, 3.0010], [11.8984, 7.1665, 3.2752], [11.5051, 5.4708, 3.5680], [10.2221, 6.5831, 3.2490], [11.3130, 6.1214, 1.9490], [9.4186, 3.1642, -3.1867], [8.5488, 2.8006, -2.6618], [9.1160, 3.8583, -3.9553], [10.0745, 3.6823, -2.5043], [9.9574, 2.3884, -3.7082], [8.8450, 11.3180, -6.2738], [9.3535, 12.5666, -5.4583], [9.1844, 12.5842, -4.0324], [7.7838, 12.5226, -3.5812], [7.6118, 12.1260, -2.1461], [10.0086, 13.6564, -3.4606], [11.5174, 13.4350, -3.5141], [9.1929, 10.3827, -5.8354], [9.1776, 11.4604, -7.3021], [7.7589, 11.2363, -6.3155], [10.4300, 12.5657, -5.6290], [8.9294, 13.4689, -5.8988], [7.3549, 13.5153, -3.7183], [7.1469, 11.8396, -4.1433], [8.0762, 12.7879, -1.4150], [6.5571, 11.9585, -1.9280], [8.1846, 11.2077, -2.0168], [9.7448, 13.7929, -2.4118], [9.7224, 14.6161, -3.8910], [11.8511, 12.4973, -3.0696], [11.9944, 14.1520, -2.8459], [11.8745, 13.4895, -4.5425], [5.4795, 6.9522, -3.4577], [6.4620, 6.4745, -2.5281], [4.8957, 7.7634, -3.0227], [5.9436, 7.2306, -4.4038], [4.7755, 6.1797, -3.7670], [6.8517, 5.7098, -2.9581]], "e_homo_ev": -2.54, "gap_ev": 5.6, "e_tot_ev": -13867.636, "lumo_energy_ev": 3.09, "total_charge": -2, "multiplicity": 1, "molar_mass_g_mol": 310.67}

Entry 4:
{"formula": "C7H31N3O7S2", "method": "wB97M-V/def2-TZVPD", "elements": ["N", "H", "H", "H", "H", "N", "H", "H", "H", "H", "N", "H", "H", "H", "H", "C", "O", "H", "H", "H", "O", "S", "O", "O", "C", "C", "C", "H", "H", "H", "H", "H", "H", "H", "H", "O", "S", "O", "O", "C", "C", "C", "H", "H", "H", "H", "H", "H", "H", "H"], "xyz": [[-1.8043, -1.2110, -3.4591], [-1.1034, -0.7032, -2.8828], [-1.4878, -1.6794, -4.3133], [-2.6316, -0.6965, -3.7948], [-2.2513, -1.9618, -2.9242], [2.2919, -2.0121, -3.2469], [1.5945, -1.5239, -2.5941], [1.7450, -2.4657, -3.9737], [2.8318, -2.6456, -2.6571], [2.9378, -1.3427, -3.6694], [-0.3339, -3.2057, -0.2151], [-1.0673, -3.4997, -0.8527], [0.4922, -3.7779, -0.4137], [-0.6697, -3.2726, 0.7482], [0.0835, -2.2726, -0.4309], [0.9089, 0.8418, -1.7411], [0.6939, -0.5441, -1.4950], [1.3360, 0.9920, -2.7413], [-0.0778, 1.3114, -1.7437], [1.5577, 1.3340, -1.0145], [-1.4316, 4.8195, 2.1703], [-1.9276, 3.9675, 1.1132], [-3.3418, 3.7216, 0.8687], [-1.3096, 4.5628, -0.2595], [-1.5698, 3.8299, -1.4764], [-2.5865, 4.6524, -2.2623], [-1.0031, 2.4328, 1.3488], [-1.9281, 2.8060, -1.3497], [-0.6136, 3.7722, -1.9968], [-3.6278, 4.3460, -2.1290], [-2.3973, 4.5107, -3.3329], [-2.6657, 5.7223, -2.0842], [-0.8725, 2.3489, 2.4258], [-0.0295, 2.6752, 0.9257], [-1.5049, 1.5553, 0.9543], [0.3160, -0.9931, 1.4861], [0.9652, -0.6029, 2.7407], [0.2135, -0.0282, 3.8259], [1.8086, -1.8845, 3.2670], [1.0443, -2.8076, 4.0916], [1.3779, -4.2466, 3.7099], [2.3757, 0.4770, 2.4244], [-0.0282, -2.6745, 3.9579], [1.3740, -2.6005, 5.1064], [2.3652, -4.5754, 4.0348], [1.2613, -4.3772, 2.6322], [0.7359, -4.9630, 4.2260], [2.7062, 0.9908, 3.3198], [2.0620, 1.0764, 1.5732], [3.1857, -0.1784, 2.1035]], "e_homo_ev": -14.64, "gap_ev": 7.1, "e_tot_ev": -48216.225, "lumo_energy_ev": -7.54, "total_charge": 2, "multiplicity": 1, "molar_mass_g_mol": 333.47}

Entry 5:
{"formula": "C7H32O9", "method": "wB97M-V/def2-TZVPD", "elements": ["C", "C", "O", "H", "H", "H", "H", "H", "H", "C", "C", "O", "H", "H", "H", "H", "H", "H", "C", "C", "O", "H", "H", "H", "H", "H", "H", "C", "O", "H", "H", "H", "H", "O", "H", "H", "O", "H", "H", "O", "H", "H", "O", "H", "H", "O", "H", "H"], "xyz": [[2.5025, -4.1104, -1.1377], [2.0153, -2.9851, -0.3240], [3.0323, -2.1942, 0.2474], [3.1083, -4.7787, -0.5257], [3.0646, -3.7258, -1.9887], [1.6780, -4.7181, -1.5105], [1.2880, -3.3664, 0.3928], [1.4670, -2.2857, -0.9551], [2.6921, -1.4351, 0.7266], [0.4146, 2.8567, -1.4262], [-1.0738, 2.8424, -1.9951], [-1.9636, 2.4038, -1.0181], [1.1635, 2.8866, -2.2176], [0.5910, 1.9376, -0.8674], [0.6069, 3.6984, -0.7610], [-1.0922, 2.3149, -2.9488], [-1.3723, 3.8556, -2.2642], [-2.8158, 2.2121, -1.4164], [-1.3378, -1.2546, -4.0772], [-1.0347, -0.8361, -2.6562], [-1.1024, -1.9358, -1.7659], [-2.0725, -2.0306, -4.2921], [-0.5015, -1.8414, -4.4571], [-1.4721, -0.3917, -4.7295], [-1.7970, -0.1204, -2.3485], [-0.0732, -0.3270, -2.5889], [-0.5344, -1.6106, -1.0636], [0.3396, 3.4036, 2.4391], [0.2849, 4.6473, 1.7296], [-0.4428, 2.7349, 2.0800], [1.2648, 2.8986, 2.1616], [0.1885, 3.4656, 3.5168], [0.2264, 5.3596, 2.3706], [0.1172, -0.5734, 0.5011], [-0.4647, 0.1275, 0.7952], [0.0940, -1.2174, 1.2088], [2.3581, -0.8203, 2.8027], [1.4121, -0.9284, 2.9005], [2.5694, -0.0573, 3.3407], [-0.5929, -2.5082, 2.5232], [-1.1602, -2.9243, 1.8741], [-0.2318, -3.2366, 3.0284], [-2.6246, 1.2873, 1.7852], [-2.2075, 2.0733, 1.4325], [-3.5452, 1.3721, 1.5369], [-0.7994, 0.1356, 3.5977], [-1.4365, 0.4907, 2.9778], [-0.7302, -0.7907, 3.3665]], "e_homo_ev": -9.37, "gap_ev": 9.5, "smiles": "CCO.CCO.CCO.CO.O.O.O.O.O", "e_tot_ev": -26204.267, "lumo_energy_ev": 0.13, "total_charge": 0, "multiplicity": 1, "molar_mass_g_mol": 260.32}

Entry 6:
{"formula": "C7H32O9", "method": "wB97M-V/def2-TZVPD", "elements": ["C", "O", "H", "H", "H", "H", "C", "O", "H", "H", "H", "H", "C", "O", "H", "H", "H", "H", "C", "O", "H", "H", "H", "H", "C", "O", "H", "H", "H", "H", "C", "O", "H", "H", "H", "H", "C", "O", "H", "H", "H", "H", "O", "H", "H", "O", "H", "H"], "xyz": [[-2.2463, -1.9702, 3.0128], [-3.3648, -1.2318, 3.4745], [-2.5033, -3.0249, 3.1260], [-2.1298, -1.8235, 1.9310], [-1.3115, -1.7621, 3.5364], [-3.1721, -0.2939, 3.3461], [-1.9786, 1.5925, 2.2557], [-2.5126, 1.6988, 3.5589], [-1.3034, 2.4304, 2.0713], [-1.3421, 0.7067, 2.2154], [-2.6783, 1.4343, 1.4305], [-3.1256, 2.4346, 3.6258], [4.2148, 3.1880, -1.5493], [3.8472, 1.8887, -1.0807], [5.2130, 3.1878, -1.9971], [3.5705, 3.4624, -2.4022], [4.0913, 3.9345, -0.7758], [4.1757, 1.2660, -1.7342], [-3.6306, -0.4179, -0.8368], [-4.4995, -1.3391, -0.2497], [-2.6068, -0.6552, -0.5406], [-3.6348, -0.4107, -1.9323], [-3.7890, 0.6155, -0.5041], [-5.4075, -1.1424, -0.4899], [0.2158, 0.7851, -0.8114], [-0.1145, -0.3638, -0.0658], [1.2445, 1.0645, -0.5388], [0.3176, 0.6756, -1.8939], [-0.4274, 1.6282, -0.5782], [0.5062, -1.0518, -0.3323], [0.6705, -2.8585, -2.3112], [1.4694, -1.6658, -2.3417], [0.7183, -3.3859, -3.2614], [1.0432, -3.4766, -1.4945], [-0.3683, -2.6432, -2.0388], [1.1149, -1.1812, -3.0942], [3.3127, -1.2664, 0.8061], [2.9147, -1.7925, 2.0640], [4.3248, -0.8696, 0.7837], [3.2624, -2.0253, 0.0155], [2.5719, -0.5164, 0.5328], [2.6399, -2.7055, 1.9728], [-1.6826, 1.4421, -3.9985], [-1.0812, 0.8102, -4.4040], [-1.1919, 2.2706, -3.9782], [1.5954, 1.3422, 2.1452], [1.3425, 0.4118, 2.1012], [1.7250, 1.6039, 1.2295]], "e_homo_ev": -9.44, "gap_ev": 9.3, "smiles": "CO.CO.CO.CO.CO.CO.CO.O.O", "e_tot_ev": -26201.750, "lumo_energy_ev": -0.14, "total_charge": 0, "multiplicity": 1, "molar_mass_g_mol": 260.32}

What did the fourth record say?
{"formula": "C7H31N3O7S2", "method": "wB97M-V/def2-TZVPD", "elements": ["N", "H", "H", "H", "H", "N", "H", "H", "H", "H", "N", "H", "H", "H", "H", "C", "O", "H", "H", "H", "O", "S", "O", "O", "C", "C", "C", "H", "H", "H", "H", "H", "H", "H", "H", "O", "S", "O", "O", "C", "C", "C", "H", "H", "H", "H", "H", "H", "H", "H"], "xyz": [[-1.8043, -1.2110, -3.4591], [-1.1034, -0.7032, -2.8828], [-1.4878, -1.6794, -4.3133], [-2.6316, -0.6965, -3.7948], [-2.2513, -1.9618, -2.9242], [2.2919, -2.0121, -3.2469], [1.5945, -1.5239, -2.5941], [1.7450, -2.4657, -3.9737], [2.8318, -2.6456, -2.6571], [2.9378, -1.3427, -3.6694], [-0.3339, -3.2057, -0.2151], [-1.0673, -3.4997, -0.8527], [0.4922, -3.7779, -0.4137], [-0.6697, -3.2726, 0.7482], [0.0835, -2.2726, -0.4309], [0.9089, 0.8418, -1.7411], [0.6939, -0.5441, -1.4950], [1.3360, 0.9920, -2.7413], [-0.0778, 1.3114, -1.7437], [1.5577, 1.3340, -1.0145], [-1.4316, 4.8195, 2.1703], [-1.9276, 3.9675, 1.1132], [-3.3418, 3.7216, 0.8687], [-1.3096, 4.5628, -0.2595], [-1.5698, 3.8299, -1.4764], [-2.5865, 4.6524, -2.2623], [-1.0031, 2.4328, 1.3488], [-1.9281, 2.8060, -1.3497], [-0.6136, 3.7722, -1.9968], [-3.6278, 4.3460, -2.1290], [-2.3973, 4.5107, -3.3329], [-2.6657, 5.7223, -2.0842], [-0.8725, 2.3489, 2.4258], [-0.0295, 2.6752, 0.9257], [-1.5049, 1.5553, 0.9543], [0.3160, -0.9931, 1.4861], [0.9652, -0.6029, 2.7407], [0.2135, -0.0282, 3.8259], [1.8086, -1.8845, 3.2670], [1.0443, -2.8076, 4.0916], [1.3779, -4.2466, 3.7099], [2.3757, 0.4770, 2.4244], [-0.0282, -2.6745, 3.9579], [1.3740, -2.6005, 5.1064], [2.3652, -4.5754, 4.0348], [1.2613, -4.3772, 2.6322], [0.7359, -4.9630, 4.2260], [2.7062, 0.9908, 3.3198], [2.0620, 1.0764, 1.5732], [3.1857, -0.1784, 2.1035]], "e_homo_ev": -14.64, "gap_ev": 7.1, "e_tot_ev": -48216.225, "lumo_energy_ev": -7.54, "total_charge": 2, "multiplicity": 1, "molar_mass_g_mol": 333.47}